1.
# C14H18N2O3

An isolated molecule of C14H18N2O3 at a distorted geometry (the ωB97M-V functional and the def2-TZVPD basis, the Open Molecules 2025 dataset).

Cartesian coordinates (Å):
N  -0.8271  2.8866  0.2375
C  0.1649  2.0003  -0.3337
C  1.2312  1.4575  0.6669
C  2.3192  0.4074  0.1663
C  3.3255  -0.0886  0.9901
C  4.4706  -0.8290  0.5868
C  4.4718  -1.3668  -0.7538
C  3.4652  -0.6869  -1.4743
C  2.4664  0.0879  -1.2285
C  -0.7383  0.8288  -0.7385
O  -1.2577  0.3126  -1.8308
N  -0.9708  -0.0242  0.2534
C  -0.6987  0.1655  1.6384
C  -1.5760  -0.8136  2.3911
C  -1.8671  -1.9318  1.2198
C  -1.6944  -1.1108  -0.0606
C  -3.0339  -0.6515  -0.6469
O  -3.4962  0.4871  -0.2058
O  -3.6958  -1.4278  -1.4110
H  -0.2934  3.7270  0.8794
H  -1.3455  3.1895  -0.8375
H  0.6388  2.3675  -1.2168
H  1.7715  2.4226  0.8701
H  0.8171  1.0983  1.5518
H  3.2553  0.0014  2.1954
H  5.3190  -1.0465  1.4943
H  5.3529  -2.0637  -1.0411
H  3.4006  -1.4513  -2.4189
H  1.6223  0.2992  -1.9449
H  0.3138  -0.3222  1.6170
H  -0.7606  1.1851  2.0815
H  -2.6241  -0.3733  2.7325
H  -1.1622  -1.1739  3.3891
H  -1.0507  -2.7074  1.1902
H  -3.0961  -2.1448  1.1484
H  -1.2207  -1.7374  -0.6811
H  -4.5931  -1.0926  -1.4042

Highest occupied orbital energy (Ha): -0.3348
Kohn-Sham gap (eV): 9.6
SMILES string: N[C@@H](Cc1ccccc1)C(=O)N1CCC[C@H]1C(=O)O
Charge: 0

The net atomic charges from Löwdin, expressed in e, are: N 0.003; C -0.369; C -0.111; C -0.164; C -0.103; C -0.110; C -0.085; C -0.189; C -0.072; C -0.313; O -0.007; N -0.039; C -0.195; C -0.120; C -0.046; C -0.302; C -0.462; O 0.015; O 0.186; H 0.166; H 0.212; H 0.124; H 0.138; H 0.019; H 0.151; H 0.155; H 0.131; H 0.152; H 0.137; H 0.134; H 0.145; H 0.138; H 0.115; H 0.125; H 0.178; H 0.122; H 0.142

=====

2.
# C36H52AuBN7S3

C36H52AuBN7S3 as an isolated structure (the ωB97M-V functional and the def2-TZVPD basis, the Open Molecules 2025 dataset).

Cartesian coordinates (Å):
Au  0.7980  -0.0249  -0.4867
C  -1.0635  -1.2895  -5.3531
C  -1.7946  -1.0579  -4.0786
C  -3.1298  -1.3192  -3.9310
C  -3.8414  -1.0999  -2.7150
N  -3.1216  -0.6095  -1.7341
N  -1.8070  -0.3720  -1.8508
B  -2.3255  -0.0762  -0.4790
N  -2.5804  1.3925  -0.1306
N  -3.8615  1.5695  0.2917
C  -4.2746  2.7865  0.5344
C  -3.3984  3.8891  0.3645
C  -2.1157  3.7257  -0.0602
C  -1.2147  4.8991  -0.2883
C  -1.6920  2.3866  -0.3270
S  -0.1254  2.1924  -1.0505
C  -5.7018  3.0397  0.9908
C  -6.4999  1.7533  1.1723
C  -5.6475  3.7810  2.3376
C  -6.3826  3.9258  -0.0646
N  -2.0770  -1.0652  0.6858
N  -3.0135  -0.8419  1.6224
C  -3.1510  -1.6924  2.6127
C  -2.3311  -2.8375  2.6882
C  -1.3323  -3.0459  1.7763
C  -0.4242  -4.2292  1.8629
C  -1.1915  -2.0798  0.7449
S  0.1096  -2.2780  -0.4029
C  -4.2535  -1.3857  3.6130
C  -4.1468  0.0818  4.0426
C  -4.1554  -2.2768  4.8515
C  -5.5908  -1.6475  2.9010
C  -1.0636  -0.5703  -2.9311
S  0.5997  -0.3288  -2.8822
C  -5.3055  -1.3919  -2.4853
C  -5.9402  -2.0315  -3.7195
C  -5.4121  -2.3427  -1.2820
C  -6.0009  -0.0608  -2.1709
H  -1.7290  -1.6683  -6.1233
H  -0.6085  -0.3589  -5.7004
H  -0.2521  -2.0034  -5.1955
H  -3.6821  -1.7124  -4.7722
H  -3.7678  4.8841  0.5740
H  -1.5733  5.7644  0.2648
H  -0.1827  4.6857  -0.0138
H  -1.2002  5.1621  -1.3481
H  -6.1033  1.1492  1.9847
H  -7.5284  2.0136  1.4209
H  -6.5217  1.1451  0.2724
H  -5.1262  3.1933  3.0963
H  -5.1692  4.7578  2.2624
H  -6.6641  3.9507  2.6913
H  -6.4028  3.4391  -1.0410
H  -7.4130  4.1142  0.2348
H  -5.8964  4.8958  -0.1738
H  -2.4753  -3.5456  3.4915
H  -0.6831  -4.8406  2.7234
H  -0.4959  -4.8450  0.9652
H  0.6146  -3.9110  1.9523
H  -3.2419  0.2474  4.6326
H  -4.1373  0.7517  3.1838
H  -4.9996  0.3379  4.6706
H  -3.1914  -2.1802  5.3548
H  -4.9246  -1.9791  5.5627
H  -4.3297  -3.3285  4.6229
H  -5.6704  -1.0665  1.9819
H  -5.7011  -2.7044  2.6529
H  -6.4175  -1.3742  3.5563
H  -5.4912  -2.9952  -3.9635
H  -6.9954  -2.2084  -3.5158
H  -5.8861  -1.3818  -4.5937
H  -4.8664  -3.2718  -1.4530
H  -5.0374  -1.8701  -0.3708
H  -6.4592  -2.5959  -1.1209
H  -5.9391  0.6318  -3.0117
H  -7.0553  -0.2483  -1.9691
H  -5.5566  0.4071  -1.2944
C  0.6859  3.0675  4.5309
N  0.1390  2.7966  3.1624
C  -0.9044  1.7351  3.2200
C  1.2036  2.5132  2.0961
C  1.8464  1.1693  2.2463
C  2.8174  1.0647  3.2462
C  3.4681  -0.1201  3.5297
C  3.1626  -1.2373  2.7819
C  2.2345  -1.1512  1.7512
C  1.5794  0.0485  1.4281
H  -0.1340  3.4038  5.1607
H  1.4483  3.8389  4.4570
H  1.1045  2.1454  4.9208
H  -0.3129  3.6588  2.8565
H  -0.4232  0.8114  3.5327
H  -1.3383  1.6117  2.2295
H  -1.6630  2.0340  3.9389
H  1.9266  3.3233  2.1940
H  0.6846  2.6156  1.1482
H  3.0978  1.9509  3.8018
H  4.2121  -0.1605  4.3133
H  3.6644  -2.1759  2.9758
H  2.0635  -2.0354  1.1634

Highest occupied orbital energy (Ha): -0.6074
Kohn-Sham gap (eV): 6.8
Charge: +3

Atomic partial charges in e from the Löwdin method, atoms 1 to 99: Au 0.652; C -0.019; C -0.185; C 0.125; C -0.085; N 0.253; N 0.068; B -0.606; N 0.048; N 0.200; C -0.176; C 0.091; C -0.241; C -0.044; C -0.535; S 0.768; C -0.536; C -0.031; C -0.020; C -0.014; N 0.057; N 0.186; C -0.168; C 0.114; C -0.216; C -0.031; C -0.498; S 0.782; C -0.532; C -0.040; C -0.040; C -0.020; C -0.641; S 0.739; C -0.523; C -0.033; C -0.009; C -0.018; H 0.103; H 0.110; H 0.105; H 0.135; H 0.138; H 0.100; H 0.060; H 0.113; H 0.061; H 0.108; H 0.059; H 0.083; H 0.086; H 0.106; H 0.095; H 0.105; H 0.089; H 0.134; H 0.101; H 0.102; H 0.082; H 0.083; H 0.049; H 0.104; H 0.099; H 0.105; H 0.095; H 0.060; H 0.099; H 0.105; H 0.103; H 0.106; H 0.099; H 0.101; H 0.066; H 0.107; H 0.105; H 0.109; H 0.043; C 0.029; N -0.159; C 0.014; C -0.088; C -0.252; C -0.038; C -0.031; C -0.040; C -0.139; C -0.223; H 0.115; H 0.118; H 0.103; H 0.176; H 0.114; H 0.081; H 0.104; H 0.149; H 0.025; H 0.121; H 0.129; H 0.126

=====

3.
# C29H31BN3O3PRh

C29H31BN3O3PRh as an isolated structure at a distorted geometry (the ωB97M-V functional and the def2-TZVPD basis, the Open Molecules 2025 dataset).

Cartesian coordinates (Å):
Rh  -0.4182  0.7827  1.5169
N  -8.7338  5.0922  -2.3268
C  -7.8045  4.5468  -1.9307
C  -6.6393  3.8613  -1.4352
C  -5.7280  4.5360  -0.6282
C  -4.6092  3.8716  -0.1561
C  -4.4027  2.5354  -0.4805
C  -5.3164  1.8633  -1.2858
C  -6.4329  2.5246  -1.7668
C  -3.1998  1.8237  0.0305
C  -3.3533  0.9236  1.0625
C  -4.5406  0.5080  1.7195
C  -4.1954  -0.4882  2.5997
C  -2.8003  -0.6572  2.4892
N  -2.2954  0.1891  1.5953
C  -1.9967  2.0059  -0.6491
C  -1.7820  2.6446  -1.8871
C  -0.4942  2.3394  -2.2878
C  0.0644  1.5402  -1.2810
N  -0.8167  1.3647  -0.2895
H  -5.8995  5.5731  -0.3762
H  -3.8960  4.3906  0.4708
H  -5.1499  0.8242  -1.5387
H  -7.1460  2.0122  -2.3974
H  -5.5257  0.9004  1.5262
H  -4.8465  -1.0476  3.2495
H  -2.1622  -1.3406  3.0310
H  -2.5251  3.2009  -2.4348
H  -0.0131  2.6197  -3.2095
H  1.0388  1.0816  -1.2350
C  3.2184  3.3268  3.3044
P  2.0543  2.9848  1.9962
C  1.0860  4.4596  1.6895
C  2.9811  2.6390  0.5084
O  1.1532  1.8200  2.4019
H  3.8488  4.1767  3.0426
H  3.8422  2.4482  3.4673
H  2.6780  3.5491  4.2244
H  1.7277  5.3322  1.5663
H  0.4131  4.6272  2.5306
H  0.4954  4.3213  0.7819
H  3.5827  3.5038  0.2260
H  2.2888  2.4145  -0.3010
H  3.6369  1.7835  0.6720
C  5.2936  -5.2061  -1.0783
C  3.8268  -5.1177  -1.5212
C  3.7900  -4.6096  -2.9624
C  3.1947  -6.5158  -1.4849
C  3.0641  -4.1963  -0.5670
C  3.0111  -4.5186  0.7955
C  2.3323  -3.7482  1.7332
C  1.7005  -2.6254  1.2540
O  0.9530  -1.6733  1.9480
B  0.5591  -0.7810  0.9692
O  1.0205  -1.1137  -0.2875
C  1.7433  -2.2901  -0.0822
C  2.4101  -3.0471  -1.0178
H  5.8534  -5.8423  -1.7659
H  5.3903  -5.6321  -0.0795
H  5.7591  -4.2189  -1.0721
H  4.3445  -5.2974  -3.6013
H  4.2537  -3.6258  -3.0583
H  2.7702  -4.5544  -3.3480
H  3.7106  -7.1772  -2.1830
H  2.1417  -6.4752  -1.7686
H  3.2603  -6.9633  -0.4929
H  3.5175  -5.4088  1.1432
H  2.3008  -4.0192  2.7789
H  2.4125  -2.7519  -2.0563

Highest occupied orbital energy (Ha): -0.4002
Kohn-Sham gap (eV): 7.0
Charge: +1

The net atomic charges from Löwdin, expressed in e, are: Rh 1.174; N 0.175; C -0.172; C -0.218; C -0.005; C -0.002; C -0.196; C -0.004; C -0.002; C -0.043; C -0.232; C 0.012; C -0.042; C -0.091; N -0.078; C -0.232; C 0.009; C -0.043; C -0.127; N -0.067; H 0.126; H 0.126; H 0.133; H 0.128; H 0.124; H 0.108; H 0.125; H 0.123; H 0.107; H 0.103; C -0.154; P 0.598; C -0.153; C -0.144; O -0.448; H 0.069; H 0.070; H 0.070; H 0.069; H 0.067; H 0.057; H 0.074; H 0.029; H 0.075; C -0.044; C -0.562; C -0.068; C -0.042; C -0.156; C -0.017; C 0.032; C -0.186; O 0.162; B -0.622; O 0.153; C -0.166; C 0.074; H 0.089; H 0.078; H 0.091; H 0.089; H 0.088; H 0.088; H 0.089; H 0.093; H 0.079; H 0.113; H 0.127; H 0.120

=====

4.
# C31H29F2N2O

A 2-piece molecular cluster, C31H29F2N2O overall at a distorted geometry (the ωB97M-V functional and the def2-TZVPD basis, the Open Molecules 2025 dataset).

Cartesian coordinates (Å):
F  -5.2212  -2.5908  -3.8509
C  -3.8900  -2.5897  -3.4978
C  -2.9380  -2.6385  -4.5131
C  -1.5814  -2.6470  -4.1369
C  -1.2235  -2.3470  -2.8233
C  -2.2091  -2.2377  -1.8473
C  -1.7358  -1.8153  -0.4999
C  -2.6876  -1.6798  0.6102
C  -2.1672  -1.8317  1.8460
C  -3.0056  -1.7230  2.9953
C  -4.4067  -1.7619  2.7691
C  -5.2406  -1.4982  3.8453
F  -6.5979  -1.4309  3.6183
C  -4.7406  -1.2535  5.1296
C  -3.3481  -1.2826  5.3434
C  -2.4773  -1.5333  4.2908
C  -3.5620  -2.4879  -2.1363
H  -3.2355  -2.7387  -5.5554
H  -0.7950  -2.8158  -4.8742
H  -0.1708  -2.1524  -2.5294
H  -0.9239  -2.4970  -0.1538
H  -3.7154  -1.3687  0.3251
H  -1.0768  -1.9962  1.9905
H  -4.8227  -1.9889  1.7884
H  -5.4304  -0.9800  5.9354
H  -2.9343  -1.1150  6.3481
H  -1.3880  -1.5950  4.4018
H  -4.3381  -2.4789  -1.3662
C  3.4193  -0.9094  0.4275
N  2.9873  -0.2531  -0.7772
C  2.0661  0.7158  -0.7934
H  -1.3699  -0.8221  -0.5802
C  1.6593  1.5153  0.3435
C  0.5197  1.2808  1.1574
C  0.2975  2.0859  2.2651
C  1.1390  3.1850  2.5395
O  0.8523  4.0060  3.5894
C  1.7953  5.1052  3.7036
C  2.2368  3.4241  1.6932
C  2.4971  2.6123  0.6167
N  1.6918  0.9257  -2.0510
C  0.5420  1.7230  -2.4079
C  2.6044  0.3065  -2.9279
C  3.4506  -0.4711  -2.1014
C  4.7669  -0.7292  -2.4604
C  5.2823  0.0106  -3.5441
C  4.4484  0.7902  -4.3537
C  3.0620  0.8607  -4.1193
H  4.3797  -1.4029  0.2771
H  3.4957  -0.1891  1.2527
H  2.6348  -1.6486  0.6804
H  -0.1675  0.4590  0.9108
H  -0.5418  1.8976  2.9475
H  1.4796  5.6756  4.5714
H  2.8221  4.7320  3.8517
H  1.7745  5.7425  2.8040
H  2.8884  4.2604  1.8692
H  3.3580  2.8318  -0.0193
H  0.6181  2.1331  -3.4153
H  -0.3519  1.0771  -2.3249
H  0.4556  2.5421  -1.6910
H  5.4019  -1.3762  -1.8493
H  6.3700  0.0754  -3.6837
H  4.9015  1.4539  -5.1003
H  2.3961  1.4496  -4.7534

Highest occupied orbital energy (Ha): -0.3798
Kohn-Sham gap (eV): 7.5
Charge: +1

The net atomic charges from Löwdin, expressed in e, are: F 0.040; C -0.233; C -0.008; C -0.069; C -0.072; C -0.226; C -0.192; C -0.090; C -0.073; C -0.237; C 0.041; C -0.237; F 0.039; C -0.006; C -0.074; C -0.047; C 0.056; H 0.121; H 0.107; H 0.113; H 0.137; H 0.120; H 0.128; H 0.116; H 0.122; H 0.113; H 0.111; H 0.121; C 0.029; N 0.011; C -0.176; H 0.087; C -0.185; C 0.010; C 0.029; C -0.245; O -0.052; C -0.053; C -0.013; C -0.004; N 0.013; C 0.038; C -0.117; C -0.111; C 0.008; C -0.050; C -0.051; C 0.012; H 0.098; H 0.109; H 0.116; H 0.109; H 0.135; H 0.099; H 0.101; H 0.103; H 0.098; H 0.137; H 0.099; H 0.110; H 0.106; H 0.119; H 0.122; H 0.121; H 0.118